{"formula": "C34H57GaN3O3Si", "method": "ωB97M-V with the def2-TZVPD basis set", "species": ["O", "O", "C", "C", "H", "H", "H", "H", "H", "C", "C", "H", "H", "H", "H", "H", "C", "C", "C", "H", "H", "H", "H", "H", "C", "H", "H", "H", "H", "H", "H", "N", "C", "C", "C", "C", "H", "H", "H", "C", "H", "H", "H", "N", "C", "C", "C", "C", "H", "C", "H", "C", "H", "C", "C", "C", "C", "C", "C", "H", "C", "H", "C", "H", "C", "C", "Ga", "H", "H", "H", "H", "H", "H", "H", "H", "H", "H", "H", "H", "H", "C", "Si", "H", "H", "C", "C", "C", "H", "H", "H", "H", "H", "H", "H", "H", "H", "O", "C", "N"], "xyz": [[-1.01, 3.22, -1.79], [-2.77, 2.58, -3.80], [-1.16, 3.97, -0.50], [0.09, 4.26, 0.27], [-1.86, 3.35, 0.07], [-1.68, 4.86, -0.86], [0.68, 3.38, 0.58], [-0.19, 4.78, 1.21], [0.73, 4.98, -0.27], [0.32, 3.65, -2.69], [-0.12, 5.00, -3.17], [0.52, 2.98, -3.60], [1.16, 3.54, -2.00], [-1.18, 4.95, -3.43], [0.44, 5.22, -4.08], [0.03, 5.79, -2.44], [-2.77, 1.68, -4.93], [-4.03, 2.68, -3.12], [-1.40, 1.69, -5.59], [-3.56, 2.05, -5.61], [-3.02, 0.65, -4.61], [-1.12, 2.71, -5.90], [-1.46, 1.07, -6.48], [-0.54, 1.24, -5.05], [-4.63, 4.06, -3.38], [-3.89, 2.54, -2.03], [-4.72, 1.90, -3.49], [-3.98, 4.88, -3.06], [-5.56, 4.12, -2.80], [-4.89, 4.19, -4.44], [0.95, -0.43, 1.35], [1.23, -1.67, 3.22], [0.76, -2.87, 3.27], [0.28, -3.69, 2.18], [0.55, -3.78, 0.77], [0.72, -3.49, 4.65], [0.08, -2.89, 5.32], [1.74, -3.51, 5.06], [0.33, -4.51, 4.59], [0.31, -5.19, 0.21], [1.27, -5.73, 0.12], [-0.17, -5.14, -0.78], [-0.35, -5.76, 0.88], [0.96, -2.85, -0.05], [1.64, -0.65, 4.04], [0.70, 0.25, 4.66], [-0.75, -0.09, 4.88], [1.08, 1.58, 4.82], [0.34, 2.31, 5.17], [2.36, 2.02, 4.47], [2.62, 3.08, 4.51], [3.34, 1.08, 4.11], [4.37, 1.39, 3.90], [3.00, -0.25, 3.93], [3.99, -1.23, 3.37], [1.76, -3.01, -1.17], [1.25, -2.86, -2.48], [-0.22, -2.73, -2.78], [2.08, -2.93, -3.60], [1.66, -2.76, -4.61], [3.44, -3.25, -3.46], [4.08, -3.34, -4.34], [3.93, -3.53, -2.18], [4.96, -3.86, -2.04], [3.12, -3.39, -1.05], [3.66, -3.73, 0.28], [-0.92, 1.79, -2.99], [-1.38, 0.27, 4.06], [-1.13, 0.42, 5.77], [-0.92, -1.16, 5.01], [3.72, -2.25, 3.65], [4.98, -0.98, 3.75], [4.02, -1.16, 2.28], [-0.53, -3.51, -3.52], [-0.45, -1.74, -3.23], [-0.82, -2.87, -1.87], [3.41, -2.96, 1.01], [4.74, -3.83, 0.22], [3.25, -4.68, 0.63], [-0.38, -4.49, 2.54], [-0.04, 0.14, 1.65], [-1.84, 0.11, 0.91], [-0.19, -0.29, 2.64], [0.35, 1.17, 1.78], [-2.89, 1.56, 1.67], [-2.26, -1.58, 1.60], [-2.76, 0.00, -0.75], [-2.21, 0.38, -1.64], [-3.74, 0.51, -0.71], [-3.00, -1.05, -0.94], [-2.27, 2.20, 2.32], [-3.70, 1.12, 2.28], [-3.36, 2.20, 0.90], [-1.70, -1.77, 2.53], [-1.92, -2.32, 0.87], [-3.31, -1.73, 1.79], [2.96, 1.72, 0.08], [2.59, 0.67, 0.48], [2.21, -0.43, 0.93]], "gap_ev": [5.20, 5.63], "relative_energy_ev": 1.384, "charge": 1, "homo_ha": [-0.347, -0.346], "fmax_ev_per_a": 4.2, "energy_ev": -107034.96026}